# 1
# C6H35NO13

13 unconnected molecules or ions with the total composition C6H35NO13 (ωB97M-V with the def2-TZVPD basis set, OMol25).

Structure (ORCA input):
```
! RIJCOSX wB97M-V def2-TZVPD def2/J DEFGRID3
* xyz 0 1
O 0.713 2.600 -3.285
O -1.463 -3.118 1.770
O -2.118 2.019 -3.476
O -3.610 -1.651 -1.937
O -1.046 -0.747 3.195
O 3.117 0.591 2.996
O -3.074 1.890 -0.922
O -2.722 -0.452 -3.961
O 4.311 0.170 0.730
O 0.705 1.477 4.027
O 2.242 3.640 1.553
O -1.686 -3.435 -0.973
O 3.096 -1.840 1.716
N 0.953 -0.547 -1.217
C 0.857 1.685 -0.334
C 0.531 0.397 -0.302
C -2.568 1.203 -0.035
C -1.899 0.002 -0.286
C -0.575 -0.124 0.553
C 1.654 -1.732 -0.709
H -0.795 -3.219 -1.279
H -2.714 1.639 0.930
H -2.528 -0.829 0.129
H -1.638 -2.824 0.684
H 0.121 0.744 4.196
H 3.835 0.826 1.128
H 2.310 2.941 2.192
H 3.677 -0.296 0.270
H 1.329 2.188 -3.828
H -0.326 -1.158 0.904
H 2.725 -1.663 -0.924
H 1.716 1.880 -0.898
H -2.278 2.948 -3.620
H -3.279 -1.301 -2.764
H -1.876 -0.868 -3.995
H -1.192 -3.970 1.504
H 1.071 -0.347 -2.191
H 2.357 1.030 3.294
H -2.074 -1.039 3.423
H -0.669 0.476 1.445
H -1.677 -0.142 -1.386
H -2.338 -2.926 -1.583
H 0.354 2.025 3.363
H -3.951 -0.845 -1.461
H 3.052 3.888 1.208
H -0.623 -1.656 3.021
H 2.613 -1.355 2.404
H 4.032 -1.572 1.898
H 0.348 2.359 0.340
H 1.282 -2.639 -1.166
H 3.674 0.714 3.695
H -2.532 1.935 -2.547
H 1.487 -1.928 0.380
H -0.171 2.461 -3.716
H -2.740 0.493 -4.154
*
```

Results
Kohn-Sham gap = 0.308 hartree
highest occupied orbital energy = -8.19 eV
total energy = -1282.35098 Eh
largest force on an atom = 0.094 Eh/bohr
lowest unoccupied orbital energy = 0.2 eV
relative energy (zero: lowest compared OMol25 entry of this formula, charge and spin) = 108.8 kcal per mole

***

# 2
# C29H19AsN3O9PtS

A molecular structure, C29H19AsN3O9PtS (ωB97M-V with the def2-TZVPD basis set, OMol25).

Structure (ORCA input):
```
! RIJCOSX wB97M-V def2-TZVPD def2/J DEFGRID3
* xyz -1 1
Pt -0.231 -0.347 0.642
As -1.687 -2.592 2.453
S -2.403 -1.987 -0.985
O -0.983 -1.863 -0.465
O -2.023 -2.857 4.024
O -2.652 -1.248 -2.189
O -0.243 -1.728 2.201
O 2.877 -1.664 -3.162
O -1.613 -4.100 1.577
O -2.712 -3.401 -1.002
O -0.281 1.096 2.030
O 1.870 -0.899 -0.908
N -2.034 5.512 -7.191
N 3.205 -0.561 0.937
N 2.123 -0.399 1.584
C 6.530 -1.917 -1.239
C -4.394 -0.392 -0.059
C -0.398 0.959 -0.800
C -0.578 1.646 -1.782
C -5.211 0.176 0.911
C 0.447 0.561 6.017
C 4.038 -1.730 -2.504
C -3.143 -1.548 1.661
C 1.173 0.213 3.722
C -1.787 4.859 -6.277
C -0.872 2.469 -2.908
C 5.422 -1.506 -0.531
C 4.167 -1.404 -1.142
C -3.377 -1.252 0.316
C -0.494 3.816 -2.952
C -0.792 4.597 -4.051
C 2.191 -0.279 2.907
C -1.864 2.705 -5.099
C -3.975 -0.980 2.617
C -0.742 1.194 5.550
C -5.006 -0.124 2.246
C -1.564 1.926 -3.999
C -1.478 4.045 -5.132
C -0.025 0.866 3.254
C 5.167 -2.140 -3.219
C -0.963 1.350 4.224
C 1.366 0.104 5.133
C 6.390 -2.233 -2.593
C 2.980 -0.967 -0.395
H 0.604 0.434 7.080
H 2.266 -0.387 5.481
H 5.043 -2.383 -4.266
H -1.862 1.813 3.840
H 3.096 -0.649 3.377
H 0.037 4.236 -2.108
H -5.642 0.311 3.007
H -1.478 1.541 6.263
H -3.795 -1.223 3.658
H -1.864 0.887 -3.952
H -0.497 5.637 -4.081
H -6.003 0.853 0.615
H 7.253 -2.555 -3.163
H -2.398 2.283 -5.940
H 2.182 -1.387 -2.522
H -4.525 -0.165 -1.108
H 5.500 -1.248 0.516
H -1.830 -3.978 0.634
H 7.493 -1.995 -0.754
*
```

Results
Kohn-Sham gap (alpha / beta) = 0.189 / 0.187 hartree
highest occupied orbital energy (alpha / beta) = -5.60 / -5.68 eV
total energy = -4711.17857 Eh
largest force on an atom = 0.016 Eh/bohr
lowest unoccupied orbital energy (alpha / beta) = -0.5 / -0.6 eV
relative energy (zero: lowest compared OMol25 entry of this formula, charge and spin) = 0.0 kcal per mole

***

# 3
# C5H15N3O

A molecular structure, C5H15N3O (ωB97M-V with the def2-TZVPD basis set, OMol25).

Structure (ORCA input):
```
! RIJCOSX wB97M-V def2-TZVPD def2/J DEFGRID3
* xyz 0 1
O -0.042 -0.973 1.667
N -1.810 1.514 -0.400
N -1.482 0.183 -0.022
N 0.826 -0.461 -0.677
C 1.526 -1.757 -0.662
C 0.152 0.111 0.824
C 0.720 1.250 1.313
C -2.588 -0.462 0.661
C 1.547 0.535 -1.490
H 0.967 1.454 -1.532
H 0.931 -2.483 -0.115
H -2.406 -1.538 0.705
H 0.649 -0.928 2.341
H -2.694 -0.096 1.693
H 2.496 -1.649 -0.172
H 2.519 0.750 -1.047
H 1.670 0.152 -2.504
H -1.441 1.671 -1.334
H -3.539 -0.285 0.146
H 0.763 1.403 2.383
H -1.294 2.155 0.219
H 1.074 2.055 0.692
H 1.676 -2.097 -1.687
H -0.218 -0.503 -1.002
*
```

Results
Kohn-Sham gap = 0.270 hartree
highest occupied orbital energy = -6.67 eV
total energy = -438.83686 Eh
largest force on an atom = 0.035 Eh/bohr
lowest unoccupied orbital energy = 0.7 eV
relative energy (zero: lowest compared OMol25 entry of this formula, charge and spin) = 124.3 kcal per mole

***

Short version: molecular weight = 329.3 855.6 133.2 g mol⁻¹, in the order given.